162
Properties=species:S:1:pos:R:3:forces:R:3:mulliken_charge:R:1 method="wB97M-V/def2-TZVPD" orbital_gap_ev=8.3252 e_lumo_ev=-0.25 relative_energy_kj_mol=0.0
C -3.8938 5.6624 3.7117 0.803 0.817 0.233 0.010
O -4.3606 5.0198 2.8129 -0.399 -0.892 -1.034 -0.538
N -2.5773 6.0086 3.8109 0.085 -0.017 0.790 0.159
C -1.9851 6.6644 4.9756 -0.192 0.097 -0.742 -0.995
C -1.5814 5.5819 2.8555 -0.546 0.148 -0.964 -0.730
H -4.5553 6.0899 4.4713 0.247 0.107 0.532 0.367
H -1.0533 6.1581 5.1994 0.127 -0.165 0.282 0.296
H -2.6311 6.6272 5.8346 -0.323 -0.014 0.285 0.381
H -1.7334 7.6996 4.7421 -0.057 0.116 0.060 0.316
H -2.0902 5.1090 1.9969 0.263 0.068 0.478 0.128
H -1.0608 6.4790 2.4675 0.047 -0.485 0.240 0.319
H -0.8786 4.8813 3.3241 -0.018 0.134 -0.197 0.282
C -0.6084 0.3393 7.5553 0.414 -1.155 -0.049 0.141
O -0.8857 1.3507 8.1399 -0.389 1.029 0.543 -0.575
N -0.4525 0.2213 6.2270 -0.012 0.642 -1.876 0.245
C 0.1263 -0.9320 5.5440 0.137 0.035 0.840 -0.621
C -0.6304 1.3796 5.3216 -0.376 -0.415 0.448 -0.877
H -0.4536 -0.6239 8.0911 0.005 0.137 -0.196 0.268
H 1.1750 -0.7274 5.2989 0.031 0.024 -0.033 0.311
H -0.3978 -1.1028 4.6009 -0.075 -0.285 0.288 0.023
H 0.1222 -1.7893 6.2349 -0.200 0.107 -0.487 0.280
H -1.1685 2.1746 5.8300 -0.048 -0.085 0.167 0.345
H 0.3316 1.7842 5.0076 0.183 -0.080 -0.074 0.329
H -1.1977 1.0687 4.4268 0.318 0.012 0.360 0.130
C -1.5440 -0.8790 -4.8583 0.656 0.409 0.451 0.476
O -2.6106 -0.3279 -4.7322 -0.513 0.192 0.269 -0.712
N -1.2749 -1.8811 -5.7126 -0.427 -0.617 -0.878 0.217
C 0.1032 -2.1944 -6.0461 0.495 0.329 0.018 -0.947
C -2.3328 -2.3101 -6.6527 0.201 -0.199 0.567 -1.054
H -0.6531 -0.5829 -4.2528 -0.217 -0.137 -0.199 0.164
H 0.6053 -1.3713 -6.5849 -0.261 -0.286 -0.023 0.440
H 0.1336 -3.0860 -6.6620 -0.061 -0.115 -0.087 0.409
H 0.7214 -2.3858 -5.1607 -0.317 -0.009 0.053 0.131
H -2.0822 -2.0225 -7.6785 0.005 -0.159 0.108 0.353
H -2.5048 -3.4000 -6.5665 0.310 0.444 -0.216 0.271
H -3.2637 -1.8249 -6.3653 0.142 0.113 -0.008 0.333
C -0.7323 -0.7282 1.2093 0.684 0.257 -0.233 -0.477
O -0.9701 -0.6080 2.3953 -0.489 0.074 0.781 -0.536
N -0.4643 0.2888 0.3788 0.216 0.293 -0.621 1.436
C -0.0365 0.0813 -1.0010 -0.289 -0.633 0.650 -0.810
C -0.6969 1.7139 0.6793 -0.347 -1.668 0.687 -0.328
H -0.6373 -1.7143 0.7423 -0.062 -0.118 -0.245 0.636
H 0.9960 0.4534 -1.0774 -0.409 -0.059 -0.550 0.003
H -0.7565 0.6086 -1.6203 0.390 0.228 -0.468 -0.087
H -0.1104 -0.9848 -1.2524 0.230 0.189 0.115 0.249
H 0.2000 2.2732 0.4113 -0.243 0.205 0.100 0.036
H -1.5514 1.9600 0.0405 0.169 0.669 0.216 -0.171
H -0.9642 1.7458 1.7501 0.161 0.407 -0.502 0.054
C 3.7277 -4.2858 -1.3155 0.678 0.068 -0.144 0.124
O 2.6574 -4.1764 -0.7378 0.260 0.082 -0.039 -0.501
N 3.8791 -4.5879 -2.6175 -0.311 -0.094 -0.808 0.279
C 5.0944 -4.9610 -3.3377 -0.044 0.173 0.905 -0.888
C 2.7285 -4.8352 -3.4682 -0.219 -1.166 1.392 -0.818
H 4.7132 -4.1094 -0.8229 -0.363 -0.186 -0.014 0.146
H 4.9382 -5.9798 -3.6956 0.354 -0.127 0.136 0.374
H 5.9220 -4.9269 -2.6258 0.209 0.074 -0.427 0.312
H 5.2544 -4.3507 -4.2415 0.042 0.123 0.561 0.251
H 2.6540 -4.0199 -4.1601 -0.518 0.281 -0.544 0.216
H 2.9818 -5.7836 -3.9539 -0.558 0.248 -0.440 0.349
H 1.8383 -5.0215 -2.8321 0.371 0.523 -0.585 0.103
C -0.7837 -7.1030 -3.2530 0.580 0.641 -1.522 0.107
O -0.4600 -7.9986 -2.5282 0.322 -1.444 1.009 -0.589
N -1.2751 -5.9267 -2.8660 0.039 0.925 -0.078 0.131
C -1.5684 -4.8529 -3.8352 0.172 -1.568 1.146 -0.569
C -1.4744 -5.7165 -1.4481 -0.398 0.451 -0.545 -0.402
H -0.6027 -7.1581 -4.3493 -0.278 -0.023 0.077 0.279
H -2.6239 -4.6267 -3.6981 -0.013 0.465 -0.396 0.235
H -1.3690 -5.3486 -4.7889 -0.129 0.752 -0.233 0.198
H -0.9313 -3.9916 -3.6240 -0.157 0.047 -0.316 0.145
H -1.4352 -6.7012 -1.0116 -0.131 -0.118 0.482 0.249
H -0.7078 -5.0713 -1.0117 0.002 0.035 -0.037 0.076
H -2.4462 -5.2313 -1.3463 0.049 -0.014 0.441 0.086
C 3.1004 1.4046 -3.7047 -0.608 -0.586 0.186 -0.325
S 2.5394 0.1113 -4.8304 1.086 0.193 -0.226 0.820
O 2.9859 0.5329 -6.1949 -0.382 -0.077 0.162 -0.777
C 3.7418 -1.1353 -4.2618 -0.801 -0.265 -1.017 -0.942
H 2.3012 2.1220 -3.5987 -0.092 0.428 -0.157 -0.225
H 3.9991 1.8069 -4.1532 0.227 0.148 0.099 0.537
H 3.2340 0.9533 -2.7209 0.326 -0.005 0.033 -0.118
H 3.7807 -1.8717 -5.1038 -0.159 0.328 0.920 0.358
H 3.2813 -1.4902 -3.3422 0.365 -0.491 0.124 0.092
H 4.7367 -0.7399 -4.1035 0.077 0.297 0.092 0.511
C -4.8398 2.8367 0.0468 -0.165 -0.529 -0.178 -0.779
S -5.4152 1.5368 -1.0697 0.496 0.096 0.692 0.554
O -5.9139 2.2054 -2.2878 -0.035 0.140 -0.369 -0.694
C -3.7753 0.8697 -1.3870 -0.585 -0.445 -0.464 -0.281
H -4.1439 3.4815 -0.4712 -0.157 0.412 -0.368 0.203
H -4.2806 2.3924 0.8583 -0.141 -0.233 0.452 0.174
H -5.7411 3.3238 0.3940 0.134 0.421 0.182 0.449
H -3.9677 0.0471 -2.0699 0.279 -0.071 -0.289 0.291
H -3.4146 0.4160 -0.4653 0.275 0.210 0.109 -0.155
H -3.1242 1.6043 -1.8706 -0.035 -0.058 0.239 0.217
C -4.2561 -4.1674 1.3018 -0.043 1.312 -0.379 -1.053
S -4.3833 -2.6822 0.2409 -0.005 -0.210 1.365 0.729
O -3.1583 -2.6594 -0.5958 0.301 -0.185 -0.643 -0.491
C -5.8148 -3.2259 -0.6741 -0.084 0.681 0.079 -1.252
H -3.3662 -3.9647 1.9037 -0.265 -0.401 0.131 -0.013
H -4.1167 -5.0023 0.6301 0.054 -0.345 -0.001 0.559
H -5.1855 -4.1997 1.8767 0.291 -0.184 0.188 0.456
H -6.6626 -2.8607 -0.0781 0.069 -0.398 -0.127 0.402
H -5.8333 -4.3026 -0.8350 -0.052 0.133 -0.240 0.371
H -5.7779 -2.6086 -1.5707 -0.163 -0.357 -0.300 0.373
C -5.5759 -0.0506 3.1313 -0.048 -0.083 -0.972 -0.687
S -5.3195 -1.4034 4.2433 0.928 0.319 1.410 0.368
O -6.0937 -2.6027 3.8605 -0.025 -0.336 -0.888 -0.609
C -3.5400 -1.6256 3.9664 -0.752 0.025 -0.465 -0.279
H -5.1317 -0.1539 2.1249 -0.230 -0.187 0.410 -0.074
H -5.2163 0.8578 3.6033 0.034 0.089 0.147 0.432
H -6.6549 -0.0377 3.0801 -0.354 0.383 -0.308 0.442
H -3.1166 -0.6248 4.0735 0.223 -0.244 0.378 -0.021
H -3.2814 -1.9729 2.9631 -0.232 -0.026 0.106 -0.091
H -3.2573 -2.3520 4.7174 0.507 0.080 0.119 0.431
C 3.1487 0.3836 1.6192 -0.065 -0.881 -0.600 -0.917
S 3.3403 -1.0474 0.4957 0.071 0.863 0.830 0.944
O 3.8838 -0.4919 -0.7660 0.205 0.142 -0.667 -0.784
C 4.6768 -1.8337 1.4046 -0.349 -0.357 -0.324 -1.141
H 3.9259 1.1142 1.4076 -0.011 -0.017 -0.122 0.379
H 3.2271 0.0051 2.6281 -0.206 0.078 0.364 0.501
H 2.1520 0.7183 1.3789 -0.274 0.586 0.265 -0.094
H 5.3878 -1.2376 1.9687 -0.154 0.466 -0.160 0.400
H 5.1912 -2.3572 0.6014 0.117 -0.446 0.316 0.258
H 4.1134 -2.4860 2.0732 0.439 -0.389 0.027 0.333
C 0.2357 4.6273 -4.1045 -0.660 -0.707 0.221 -1.231
S -0.4524 3.7510 -2.6665 -0.409 0.383 -0.526 0.673
O 0.5910 2.9290 -1.9916 0.497 0.149 0.075 -0.336
C -0.7511 5.1988 -1.6278 0.651 -0.050 -0.592 -0.785
H 0.7611 3.8486 -4.6678 0.178 0.435 0.031 0.372
H 0.8044 5.5167 -3.8472 0.295 -0.196 0.001 0.296
H -0.6753 4.8782 -4.6570 0.217 0.194 -0.103 0.463
H -1.4754 4.8374 -0.9259 -0.445 0.304 0.578 0.081
H -1.0736 6.0710 -2.2104 -0.246 -0.417 0.145 0.511
H 0.2031 5.4383 -1.1641 0.115 -0.016 0.163 0.174
C 3.8120 3.5790 -0.8927 0.146 0.035 0.787 0.159
S 4.0614 5.0307 -1.8670 -0.404 0.985 -1.436 0.505
O 2.9748 6.0153 -1.5104 0.260 -0.709 0.122 -0.638
C 5.5106 5.6644 -1.0377 -0.283 -0.190 0.895 -0.681
H 3.6607 4.0450 0.0833 -0.267 -0.538 0.288 -0.400
H 4.7107 2.9566 -0.8681 -0.086 0.057 -0.150 0.525
H 2.9407 3.0179 -1.2362 0.040 0.236 0.018 -0.139
H 6.4306 5.1878 -1.3702 -0.047 0.006 0.018 0.361
H 5.3272 5.5390 0.0378 0.335 -0.125 -0.132 -0.050
H 5.5084 6.7344 -1.1937 0.121 0.180 -0.426 0.383
C 2.8308 5.8246 2.4538 1.295 -0.019 -0.504 -0.881
S 4.5627 6.3433 2.7629 -0.553 0.313 0.644 0.548
O 4.6074 7.7980 3.1179 -0.163 -0.897 -0.102 -0.655
C 4.8677 5.3602 4.2741 0.063 0.633 -0.278 -0.887
H 2.1380 5.9710 3.2583 -0.211 0.324 0.475 0.516
H 2.8947 4.7714 2.1803 -0.089 -0.076 0.029 0.082
H 2.6111 6.3902 1.5586 -0.532 0.132 -0.171 0.326
H 4.4679 5.8198 5.1829 -0.204 0.107 -0.346 0.320
H 5.9536 5.3904 4.3368 0.014 -0.471 0.204 0.331
H 4.4449 4.3671 4.1231 0.321 -0.059 0.041 0.252
C 0.5976 -6.4326 1.6367 -0.749 0.145 -0.044 -0.916
S -0.2375 -4.9982 2.3476 0.668 -0.005 0.690 0.829
O -0.5590 -5.2442 3.7859 -0.090 -0.114 -0.347 -0.743
C 1.1917 -3.8936 2.3850 -0.496 0.323 -0.991 -0.221
H 1.4693 -6.8136 2.1731 -0.071 0.371 0.083 0.395
H 0.8393 -6.0662 0.6262 0.013 -0.617 0.183 0.115
H -0.2014 -7.1894 1.6570 0.449 0.043 -0.424 0.348
H 0.7084 -2.9389 2.6239 0.448 0.009 0.331 -0.218
H 1.5830 -3.8003 1.3372 0.081 -0.246 1.006 -0.058
H 1.8916 -4.2445 3.1641 -0.243 0.221 -0.514 0.514